[1]
Below is an isolated molecule of C6H8S, with properties calculated with ωB97M-V/def2-TZVPD.

```
! RIJCOSX wB97M-V def2-TZVPD def2/J DEFGRID3
* xyz 0 1
S 2.13 -0.01 -1.08
C 1.36 -0.72 0.41
C -0.09 1.24 0.22
C 1.36 0.76 0.40
C -0.04 -1.22 0.27
C -0.82 0.01 -0.26
C -1.97 -0.03 -0.97
H -0.29 2.06 -0.50
H -2.39 0.88 -1.42
H -0.08 -2.12 -0.38
H 2.01 1.38 1.01
H -0.35 1.55 1.25
H 2.09 -1.33 0.98
H -2.45 -0.98 -1.19
H -0.46 -1.47 1.26
*
```

Results
SMILES = C=C1C[C@@H]2S[C@@H]2C1
E_tot = -631.56863 Ha
HOMO-LUMO gap = 0.354 Eh
ΔE to the lowest compared entry with this formula, charge and spin = 59.16 kJ/mol



[2]
Below is an isolated molecule of C6H8S2, with properties calculated with ωB97M-V/def2-TZVPD.

```
! RIJCOSX wB97M-V def2-TZVPD def2/J DEFGRID3
* xyz 0 1
S 1.10 -2.35 0.06
S 0.49 0.12 -1.67
C -1.37 0.53 0.17
C -0.50 2.59 -0.93
C 1.78 -1.14 1.22
C -1.21 -0.79 0.16
C -0.52 1.27 -0.76
C -0.17 -1.34 -0.77
H -0.61 -2.01 -1.47
H 0.17 3.07 -1.65
H -1.15 3.23 -0.33
H -1.75 -1.48 0.81
H 2.22 -0.30 0.68
H 1.01 -0.80 1.94
H -2.09 1.05 0.81
H 2.60 -1.65 1.76
*
```

Results
SMILES = C=C1C=C[C@H](SC)S1
E_tot = -1029.76592 Ha
HOMO-LUMO gap = 0.330 Eh
ΔE to the lowest compared entry with this formula, charge and spin = 66.05 kJ/mol